# 1
Computed, not measured: a cluster of 12 separate species, C24H78N6O12 in total at a distorted geometry, with ωB97M-V/def2-TZVPD.

```
120
Properties=species:S:1:pos:R:3:mulliken_charge:R:1
O -0.60 4.78 1.12 -0.6483
H 0.29 4.43 1.18 0.3267
H -0.49 5.72 1.00 0.3128
O 0.41 -1.93 -7.55 -0.6406
H 0.66 -1.38 -6.81 0.3146
H 1.12 -2.56 -7.63 0.3246
O 0.93 -1.08 -2.59 -0.6438
H 0.75 -1.98 -2.32 0.3207
H 0.37 -0.55 -2.03 0.3232
O -2.73 0.22 0.94 -0.6401
H -2.68 1.17 0.89 0.3201
H -3.66 0.03 0.93 0.3198
O 4.63 -4.52 -6.75 -0.6375
H 5.43 -3.99 -6.80 0.3184
H 4.42 -4.54 -5.81 0.3196
O 0.79 -7.28 -3.21 -0.6465
H 1.09 -7.53 -2.33 0.3205
H -0.14 -7.52 -3.22 0.3252
C -5.48 -5.62 -4.31 -1.3073
C -6.01 -6.64 -3.35 0.3163
C -7.56 -6.82 -3.49 -0.6651
O -7.89 -7.42 -4.76 -0.3393
C -9.31 -7.24 -5.09 -0.8561
N -5.39 -7.94 -3.60 -0.7653
H -5.99 -4.67 -4.47 0.3537
H -5.40 -6.07 -5.30 0.2820
H -4.52 -5.25 -3.96 0.3147
H -5.79 -6.18 -2.38 0.3282
H -8.16 -5.91 -3.47 0.4663
H -7.95 -7.57 -2.80 0.2834
H -9.44 -7.91 -5.94 0.2645
H -9.42 -6.21 -5.42 0.3420
H -10.14 -7.39 -4.40 0.3361
H -5.85 -8.15 -4.47 0.3629
H -5.77 -8.63 -2.97 0.2837
C 8.70 -1.88 5.05 -1.4629
C 7.67 -2.88 5.56 0.7459
C 6.99 -3.77 4.57 -0.8359
O 6.19 -2.96 3.71 -0.3159
C 6.45 -3.22 2.33 -0.7994
N 8.45 -3.72 6.54 -0.7979
H 9.62 -2.34 4.70 0.3720
H 9.17 -1.26 5.82 0.3934
H 8.27 -1.23 4.28 0.2914
H 6.94 -2.44 6.24 0.2319
H 6.37 -4.55 5.02 0.3273
H 7.74 -4.30 3.99 0.4169
H 5.82 -2.66 1.63 0.2837
H 6.49 -4.27 2.03 0.3225
H 7.39 -2.74 2.07 0.3258
H 8.71 -3.15 7.33 0.2610
H 7.78 -4.40 6.87 0.2396
C -2.07 -1.86 6.78 -1.6043
C -1.95 -3.23 6.30 0.7068
C -3.19 -4.03 6.25 -0.6934
O -3.61 -4.23 7.60 -0.3247
C -4.86 -4.91 7.63 -0.7457
N -1.27 -3.14 5.00 -0.7930
H -2.69 -1.32 6.06 0.3694
H -1.13 -1.33 6.89 0.3775
H -2.66 -1.80 7.69 0.3410
H -1.21 -3.60 7.01 0.2591
H -2.94 -4.99 5.80 0.3759
H -3.90 -3.48 5.63 0.2907
H -4.95 -5.63 6.82 0.3037
H -5.62 -4.15 7.41 0.2966
H -5.19 -5.41 8.54 0.2639
H -1.79 -2.47 4.46 0.2768
H -0.42 -2.61 5.09 0.2995
C 4.23 3.43 -7.28 -1.4065
C 4.27 3.84 -5.81 0.4643
C 3.02 4.68 -5.46 -0.6801
O 2.91 5.84 -6.26 -0.3135
C 1.78 6.65 -5.87 -0.7141
N 4.28 2.68 -4.97 -0.7330
H 5.15 3.04 -7.72 0.3823
H 3.94 4.30 -7.87 0.3352
H 3.51 2.64 -7.52 0.3204
H 5.17 4.45 -5.74 0.2477
H 2.95 4.89 -4.40 0.4181
H 2.14 4.09 -5.74 0.2955
H 0.90 6.04 -6.09 0.3173
H 1.78 7.53 -6.51 0.2388
H 1.76 6.91 -4.81 0.2844
H 5.00 2.06 -5.33 0.2837
H 3.46 2.10 -5.09 0.2596
C 4.47 5.44 3.00 -1.2842
C 4.70 3.92 3.30 0.4706
C 4.15 3.56 4.70 -0.6746
O 4.54 4.35 5.77 -0.3617
C 5.79 4.15 6.40 -0.6675
N 3.99 3.20 2.26 -0.6104
H 5.03 6.05 3.71 0.3090
H 3.43 5.75 3.09 0.2733
H 4.93 5.73 2.06 0.3876
H 5.75 3.63 3.21 0.2159
H 4.45 2.52 4.77 0.3329
H 3.06 3.52 4.63 0.3919
H 6.57 4.15 5.64 0.2860
H 5.67 3.27 7.02 0.2853
H 5.97 4.89 7.18 0.2378
H 3.70 2.26 2.51 0.1968
H 4.50 3.12 1.39 0.2213
C -8.16 7.07 -1.33 -1.4485
C -6.62 6.82 -1.14 0.5368
C -5.73 6.50 -2.44 -0.6180
O -6.19 5.22 -2.94 -0.3181
C -5.14 4.54 -3.71 -0.8135
N -6.14 8.06 -0.55 -0.7477
H -8.75 6.16 -1.38 0.3322
H -8.32 7.62 -2.26 0.3386
H -8.60 7.79 -0.64 0.4354
H -6.52 6.01 -0.42 0.2350
H -4.66 6.50 -2.24 0.3852
H -5.93 7.25 -3.19 0.2566
H -4.58 5.05 -4.49 0.3203
H -5.49 3.62 -4.17 0.2870
H -4.35 4.20 -3.04 0.3202
H -5.15 8.11 -0.73 0.2449
H -6.41 8.90 -1.04 0.2539
```

Output
- E_tot: -59656.3905 eV
- Spin multiplicity: 1
- Relative energy (zero: lowest compared OMol25 entry of this formula, charge and spin): 106.8 kcal per mole
- SMILES: COC[C@H](C)N.COC[C@H](C)N.COC[C@H](C)N.COC[C@H](C)N.COC[C@H](C)N.COC[C@H](C)N.O.O.O.O.O.O
- Total charge: 0

=====

# 2
Computed, not measured: a cluster of 16 separate species, C24H80N6O16 in total at a distorted geometry, with ωB97M-V/def2-TZVPD.

```
126
Properties=species:S:1:pos:R:3:mulliken_charge:R:1
C 0.94 1.02 -3.86 0.5843
C 1.80 0.37 -4.94 -0.3737
O 1.19 0.30 -6.18 -0.5577
H -0.01 0.58 -3.79 -0.2407
H 0.86 2.06 -4.08 0.5273
H 1.46 0.96 -2.92 -0.8383
H 2.19 -0.64 -4.71 -0.0725
H 2.71 0.93 -5.00 0.4741
H 1.94 0.17 -6.83 0.3514
C -3.13 -0.62 1.85 -0.7302
C -2.18 -0.87 3.08 0.7256
O -2.18 -2.29 3.28 -0.6923
H -3.16 -1.27 0.98 0.0782
H -3.24 0.42 1.50 -0.0214
H -4.11 -0.79 2.22 0.4880
H -2.61 -0.30 3.94 0.3785
H -1.14 -0.45 2.88 -0.7220
H -1.70 -2.70 2.53 0.5468
C -3.56 3.05 0.24 -0.1373
C -4.40 3.52 1.42 -0.5594
O -4.28 2.57 2.49 -0.4764
H -3.52 3.76 -0.58 0.3727
H -3.87 2.10 -0.25 0.0050
H -2.54 2.77 0.51 -0.1831
H -5.44 3.74 1.19 0.3929
H -3.99 4.39 1.85 0.3026
H -5.07 2.60 2.96 0.2147
C -4.07 -0.80 -2.85 -0.2703
C -4.57 -2.29 -3.00 -0.7738
O -3.99 -3.12 -1.99 -0.5172
H -3.06 -0.74 -2.49 -0.2230
H -4.75 -0.33 -2.14 0.2984
H -4.13 -0.19 -3.74 0.3086
H -4.36 -2.60 -3.94 0.4382
H -5.64 -2.49 -3.00 0.3743
H -3.94 -4.03 -2.38 0.2579
C 1.43 -0.11 -0.42 1.3198
C 0.27 0.21 0.44 2.8442
O -0.74 0.73 -0.37 1.8265
H 1.84 0.89 -0.67 -0.2604
H 1.27 -0.75 -1.27 -0.1362
H 2.19 -0.74 0.11 -1.0026
H 0.54 0.92 1.24 -1.1924
H -0.08 -0.67 1.00 -1.5055
H -1.25 0.02 -0.73 -0.9704
C 3.41 2.48 1.12 -0.4353
C 2.31 3.26 1.70 -0.0246
O 2.27 2.81 3.05 -0.6279
H 4.33 2.67 1.64 0.4115
H 3.54 2.63 0.06 0.3733
H 3.24 1.40 1.11 -0.2958
H 1.37 2.91 1.27 -0.0989
H 2.50 4.30 1.65 0.5271
H 1.92 1.91 3.05 0.1287
C 0.24 -4.82 4.84 -1.2776
C 1.35 -4.00 4.22 -0.1797
O 0.78 -2.83 3.69 -0.3568
H -0.22 -4.30 5.71 0.2668
H 0.60 -5.71 5.35 0.4266
H -0.49 -5.11 4.15 0.2866
H 1.82 -4.51 3.38 0.1872
H 2.13 -3.80 4.93 0.4175
H 0.52 -2.94 2.80 -0.1547
C 0.32 3.70 -1.52 0.9899
C 0.31 4.48 -2.77 -0.7782
O 1.60 4.57 -3.36 -0.5670
H 0.60 2.64 -1.74 -0.7604
H -0.70 3.61 -1.09 -0.2927
H 1.00 4.15 -0.81 0.4452
H -0.03 5.50 -2.69 0.5119
H -0.32 3.88 -3.45 0.0619
H 1.56 5.29 -4.04 0.3261
C 2.92 -3.44 -2.07 0.3298
O 3.74 -3.25 -0.96 -0.7146
N 2.10 -4.45 -2.13 -0.3693
N 3.06 -2.62 -3.05 -0.1402
H 2.06 -4.99 -1.28 0.2630
H 1.27 -4.40 -2.72 0.2464
H 3.60 -1.77 -2.81 0.1628
H 2.57 -2.63 -3.94 0.2354
C -2.80 2.72 -3.72 0.4266
O -2.83 3.98 -3.17 -0.7231
N -3.52 2.47 -4.79 -0.4285
N -2.14 1.74 -3.18 0.7366
H -3.82 3.32 -5.28 0.2850
H -3.47 1.63 -5.38 0.1940
H -1.53 1.82 -2.34 -0.7199
H -1.96 0.86 -3.65 0.1643
C -1.15 2.85 3.94 0.2282
O -0.89 2.81 2.61 -0.4740
N -2.32 2.49 4.45 -0.3483
N -0.36 3.21 4.85 -0.2763
H -3.14 2.45 3.76 0.3420
H -2.65 2.79 5.39 0.2027
H 0.52 3.53 4.49 0.3217
H -0.72 3.25 5.74 0.0986
C 0.61 -3.71 0.64 -0.9170
O -0.54 -3.11 1.21 -0.5896
H 0.32 -4.15 -0.27 0.6001
H 1.11 -4.41 1.30 0.4155
H 1.28 -2.92 0.20 0.0258
H -0.98 -2.65 0.51 0.1781
C 5.17 -0.13 -1.79 -0.5584
O 4.10 -0.09 -2.70 -0.5895
H 6.15 -0.23 -2.34 0.2336
H 5.02 -0.95 -1.04 0.0946
H 5.24 0.69 -1.13 0.3261
H 3.55 0.70 -2.61 0.2469
C 1.32 0.34 4.96 -0.5752
O 1.70 -0.23 3.75 -0.0512
H 1.20 -0.39 5.78 0.3732
H 0.30 0.66 4.80 0.0932
H 1.85 1.28 5.26 0.2830
H 1.24 -1.07 3.65 0.1963
C -0.80 -2.25 -2.12 0.5132
O -1.69 -2.21 -0.99 -0.4170
H -0.64 -1.23 -2.62 -0.1629
H -1.07 -2.86 -2.93 0.7470
H 0.19 -2.61 -1.76 -1.0112
H -2.47 -2.56 -1.31 0.1475
C 3.76 -2.14 2.09 -0.4223
O 4.75 -2.88 1.55 -0.6852
H 3.84 -1.17 1.66 0.1920
H 3.75 -1.94 3.13 0.4887
H 2.75 -2.60 1.93 0.0531
H 4.60 -3.02 0.62 0.5647
```

Output
- E_tot: -67880.1004 eV
- Spin multiplicity: 1
- Relative energy (zero: lowest compared OMol25 entry of this formula, charge and spin): 20.1 kcal per mole
- Total charge: 0

=====

# 3
Computed, not measured: a cluster of 25 separate species, C25H100N50O25 in total at a distorted geometry, with ωB97M-V/def2-TZVPD.

```
200
Properties=species:S:1:pos:R:3:mulliken_charge:R:1
C -6.50 0.12 2.75 0.4152
O -6.32 1.30 3.05 -0.8748
N -5.56 -0.80 2.73 0.3280
N -7.65 -0.31 2.44 -0.2807
H -4.63 -0.54 3.03 -0.6765
H -5.69 -1.80 2.76 0.2308
H -8.36 0.40 2.53 0.2569
H -7.80 -1.25 2.10 0.1641
C 0.94 2.59 -3.36 -0.4528
O 1.30 3.26 -4.35 -0.7872
N 0.71 1.29 -3.37 0.4893
N 0.56 3.12 -2.25 0.5689
H 0.79 0.93 -4.31 0.1595
H 0.59 0.70 -2.57 -0.3527
H 0.70 4.12 -2.17 0.2071
H 0.41 2.52 -1.45 -0.0661
C -3.07 0.76 4.93 0.4154
O -3.95 0.65 5.70 -0.7400
N -3.24 1.44 3.86 0.3718
N -1.84 0.47 5.18 0.1535
H -4.07 2.02 3.87 0.1883
H -2.33 1.70 3.51 -0.4285
H -1.14 0.37 4.46 -0.4804
H -1.63 0.38 6.16 0.2417
C 3.03 4.99 4.62 0.3598
O 3.06 5.63 5.62 -0.7003
N 4.05 4.19 4.32 -0.1281
N 2.03 4.90 3.83 0.1335
H 4.79 4.13 5.01 0.2266
H 3.88 3.29 3.90 -0.0500
H 1.96 4.27 3.05 -0.0649
H 1.45 5.69 4.06 0.1308
C -4.74 2.05 0.11 -0.1539
O -4.76 0.79 0.13 0.2597
N -4.59 2.73 -0.97 -0.2456
N -5.03 2.85 1.11 -0.1818
H -4.74 3.73 -0.98 0.2145
H -4.26 2.14 -1.72 -0.1337
H -5.47 2.35 1.87 0.1729
H -4.84 3.84 1.05 0.2107
C -3.32 2.81 -4.13 0.5473
O -3.77 1.74 -3.90 -0.4530
N -4.18 3.76 -4.44 -0.4799
N -2.13 3.27 -3.98 -0.2192
H -3.84 4.68 -4.66 0.1466
H -5.08 3.41 -4.73 0.2713
H -1.33 2.78 -3.60 0.2344
H -2.21 4.27 -4.00 0.1636
C 0.28 0.08 -0.52 0.6358
O -0.07 -0.66 -1.40 -0.7816
N -0.66 0.60 0.19 1.4706
N 1.44 0.36 -0.15 3.3114
H -1.60 0.33 -0.06 -0.8685
H -0.37 1.34 0.80 -1.0517
H 2.17 -0.05 -0.73 -1.0341
H 1.54 1.04 0.59 -0.8575
C 5.33 -3.60 -2.79 0.4592
O 5.46 -2.47 -3.21 -0.8293
N 5.35 -4.69 -3.57 -0.3106
N 5.16 -3.92 -1.54 -0.0940
H 5.13 -5.51 -3.02 0.1008
H 5.19 -4.67 -4.57 0.3556
H 4.91 -4.89 -1.47 0.1550
H 5.34 -3.29 -0.76 0.1402
C 1.30 1.22 4.67 0.0933
O 0.69 1.50 3.64 0.5574
N 1.28 1.84 5.78 -0.1292
N 1.86 0.09 4.85 -0.3298
H 1.66 1.42 6.62 0.2050
H 0.68 2.65 5.89 -0.4844
H 2.66 0.14 5.46 0.2853
H 2.02 -0.35 3.96 0.0832
C 7.27 1.67 2.91 0.5803
O 6.73 1.97 3.88 -0.6889
N 8.50 1.97 2.84 -0.4007
N 6.61 1.23 1.90 0.0554
H 9.01 1.67 2.02 0.2124
H 8.89 2.04 3.76 0.2498
H 7.07 1.31 1.00 0.2397
H 5.64 1.42 2.09 -0.1360
C 4.82 -1.46 0.99 0.5670
O 5.79 -1.92 0.44 -0.8781
N 4.68 -1.26 2.25 -0.1445
N 3.63 -1.38 0.38 1.1408
H 5.46 -1.41 2.86 0.3021
H 3.72 -1.39 2.54 0.2056
H 3.60 -1.61 -0.60 -1.1736
H 2.83 -0.99 0.85 -0.1319
C -1.00 4.31 6.38 0.6893
O 0.08 4.39 6.98 -0.7069
N -1.27 3.61 5.33 0.2831
N -1.96 4.98 6.68 -0.3493
H -0.53 3.07 4.91 -0.5276
H -2.20 3.61 4.92 0.1116
H -1.74 5.56 7.47 0.3105
H -2.86 4.62 6.38 0.2013
C -0.76 4.18 1.26 0.3762
O 0.46 3.77 1.19 -0.2704
N -1.82 3.90 0.49 -0.1061
N -1.07 5.08 2.09 -0.3392
H -1.77 3.24 -0.27 0.0549
H -2.63 4.46 0.70 -0.0114
H -0.39 5.43 2.75 0.1671
H -2.06 5.29 2.09 0.1022
C 8.12 0.20 -1.43 0.6065
O 8.05 1.04 -0.55 -0.7705
N 7.17 -0.61 -1.83 0.1645
N 9.25 0.00 -2.13 -0.4941
H 6.44 -0.54 -1.13 -0.3314
H 7.29 -1.29 -2.57 0.1711
H 9.94 0.67 -1.82 0.2690
H 9.26 -0.51 -3.00 0.1578
C -5.73 -0.85 -5.06 0.5143
O -6.83 -0.83 -5.65 -0.7815
N -5.58 -0.80 -3.78 0.1703
N -4.60 -0.83 -5.78 -0.1542
H -6.44 -0.72 -3.25 0.1322
H -4.77 -0.47 -3.28 -0.1048
H -3.73 -0.91 -5.28 0.0350
H -4.54 -0.62 -6.77 0.2069
C 3.37 -3.28 -6.12 0.7523
O 4.02 -4.28 -5.96 -0.7390
N 3.27 -2.34 -5.18 0.0243
N 2.68 -2.94 -7.18 -0.4114
H 2.78 -1.46 -5.28 0.2104
H 3.89 -2.38 -4.38 -0.4733
H 2.41 -3.61 -7.88 0.2871
H 2.11 -2.15 -6.92 0.1446
C -3.22 -3.71 4.11 0.5937
O -3.14 -2.83 3.26 -0.7212
N -3.40 -3.53 5.39 -0.4285
N -3.25 -4.99 3.90 -0.4465
H -3.49 -2.59 5.74 0.1983
H -3.33 -4.31 6.03 0.1631
H -3.09 -5.35 2.97 0.2123
H -3.22 -5.72 4.60 0.1598
C 4.30 4.15 0.35 0.3738
O 4.50 5.18 1.00 -0.7846
N 5.28 3.52 -0.22 -0.1581
N 3.15 3.55 0.31 0.6192
H 6.18 3.94 0.00 0.1968
H 5.24 2.63 -0.69 0.0336
H 2.37 4.03 0.71 -0.0206
H 3.11 2.61 -0.06 -0.1771
C -7.83 -0.90 -1.21 0.6176
O -8.32 0.19 -1.08 -0.6708
N -8.53 -1.89 -1.66 -0.3306
N -6.62 -1.21 -0.81 0.1770
H -9.43 -1.75 -2.09 0.2485
H -8.22 -2.82 -1.41 0.1477
H -6.40 -2.20 -0.90 0.0161
H -6.13 -0.69 -0.10 -0.4262
C -2.69 -1.88 0.05 -0.4618
O -2.04 -2.87 0.08 -0.8882
N -2.97 -1.17 1.13 2.8680
N -3.16 -1.29 -1.03 2.2590
H -3.58 -0.39 0.95 -0.6785
H -2.82 -1.61 2.03 -1.2184
H -3.88 -0.59 -0.91 -0.5801
H -2.58 -1.27 -1.87 -0.2687
C -1.28 -2.49 -4.26 0.3630
O -2.21 -2.49 -5.07 -0.8567
N -1.43 -2.67 -2.98 0.5951
N -0.06 -2.18 -4.61 0.1186
H -0.72 -3.03 -2.37 -0.5583
H -2.42 -2.69 -2.77 -0.1277
H 0.52 -2.17 -3.78 -0.3113
H 0.10 -2.22 -5.61 0.1067
C 1.67 -3.50 -1.97 -0.6804
O 2.29 -2.39 -2.02 1.7277
N 1.70 -4.45 -2.92 -0.2686
N 0.78 -3.87 -1.09 -0.0740
H 2.28 -4.14 -3.69 -0.0432
H 1.45 -5.42 -2.81 0.1774
H 0.37 -3.20 -0.45 -0.3548
H 0.41 -4.77 -1.38 0.0561
C 4.07 1.27 -2.57 0.1366
O 4.07 1.12 -1.37 0.2330
N 4.13 0.26 -3.34 -0.0236
N 4.24 2.42 -3.17 -0.4232
H 4.12 -0.58 -2.78 -0.5653
H 4.59 0.48 -4.21 0.2772
H 4.01 2.45 -4.16 0.1920
H 4.24 3.21 -2.55 0.3403
C -3.29 -5.30 -2.35 0.5093
O -2.12 -5.29 -2.10 -0.5976
N -4.02 -4.33 -1.94 -0.1339
N -3.94 -6.27 -3.03 -0.5114
H -3.52 -3.67 -1.35 -0.0925
H -4.99 -4.21 -2.18 0.1550
H -3.29 -7.00 -3.29 0.2647
H -4.80 -6.07 -3.52 0.1687
C 0.59 -2.21 2.63 -0.0397
O 1.77 -1.76 2.85 -0.9026
N -0.51 -1.73 3.13 0.8184
N 0.33 -3.19 1.88 -0.2733
H -1.49 -1.96 2.99 -0.8376
H -0.26 -1.35 4.03 0.4816
H 1.02 -3.52 1.22 0.3442
H -0.64 -3.40 1.66 0.0207
```

Output
- E_tot: -153256.2809 eV
- Spin multiplicity: 1
- Relative energy (zero: lowest compared OMol25 entry of this formula, charge and spin): 377.0 kcal per mole
- Total charge: 0